(1)
ORCA calculation (ωB97M-V with the def2-TZVPD basis set) on C30H23Cl2N9O5RhS as an isolated structure.

- LUMO level (spin up / spin down) (eV) = -4.89 / -4.90
- total charge = +1
- orbital gap (spin up / spin down) (eV) = 5.424 / 5.421

Element x y z (Å)
Rh 2.28219 0.26558 -0.27502
C -0.81971 3.97211 -3.03392
N 0.16824 2.92518 -2.83034
C 0.56307 2.36944 -1.68608
N 1.38083 1.36450 -1.96612
C 1.45907 1.35131 -3.32404
N 0.73303 2.28667 -3.87193
C -2.11863 3.70325 -2.29716
C -2.97806 4.75777 -2.01085
C -4.16296 4.53230 -1.32487
C -4.49680 3.26072 -0.89181
C -3.64805 2.19830 -1.18766
C -2.47751 2.42200 -1.90799
C -3.95203 0.85304 -0.73251
N -4.97769 0.45584 -0.04775
N -4.82645 -0.87711 0.16593
C -3.71051 -1.23055 -0.39389
O -3.10825 -0.17689 -0.98950
C -3.12120 -2.55731 -0.40921
C -3.80978 -3.61879 0.17557
C -3.25176 -4.88285 0.15383
C -2.02872 -5.09999 -0.46709
C -1.34408 -4.04816 -1.06122
C -0.05626 -4.31656 -1.81367
N 1.03928 -3.43274 -1.44289
C 1.27914 -2.18988 -1.83977
N 2.34959 -1.72128 -1.20351
C 2.72434 -2.75972 -0.39659
N 1.94905 -3.80031 -0.51996
C -1.88521 -2.77192 -1.00795
H -0.99399 4.02227 -4.10837
H -0.40290 4.92975 -2.71856
H 0.27358 2.67866 -0.69602
H 2.05667 0.65816 -3.89028
H -2.72259 5.76212 -2.32663
H -4.82385 5.36205 -1.11585
H -5.40078 3.07451 -0.32963
H -1.86122 1.56820 -2.15382
H -4.77224 -3.43116 0.62974
H -3.77263 -5.71093 0.61406
H -1.61139 -6.09894 -0.49499
H -0.23398 -4.20630 -2.88452
H 0.28470 -5.33046 -1.61935
H 0.73363 -1.67849 -2.61440
H 3.58509 -2.73698 0.24661
H -1.35676 -1.92390 -1.42452
Cl -2.01084 -0.47390 2.32944
C -0.41620 -0.72881 2.89811
C -0.21299 -1.07857 4.23420
C 1.04960 -1.25735 4.73623
Cl 1.25210 -1.74048 6.37286
C 2.17618 -1.06031 3.90577
C 3.51597 -1.15663 4.33259
C 4.53032 -0.97942 3.42732
C 4.21882 -0.71713 2.09016
N 2.97448 -0.62150 1.67523
C 1.95318 -0.76250 2.54410
C 0.64695 -0.60893 1.99189
O 0.48713 -0.40069 0.72263
H -1.07255 -1.21694 4.87512
H 3.72426 -1.37287 5.37095
H 5.56463 -1.04662 3.72952
H 4.99138 -0.59131 1.34236
C 3.75438 4.10360 0.66327
S 3.39823 2.39756 1.06587
O 3.92011 2.08628 2.36149
O 1.92523 2.19862 0.93734
O 4.02005 1.58542 -0.03235
H 3.97569 4.63869 1.58141
H 2.88203 4.51843 0.16668
H 4.61634 4.11289 0.00231

Atomic forces in eV per Å
Rh -2.2 -0.3 3.4
C -0.4 0.3 0.0
N 0.2 -0.3 0.3
C -0.1 0.1 -0.1
N 0.7 -0.8 1.3
C 0.1 0.0 0.0
N -0.1 -0.1 -0.3
C 0.0 -0.1 0.1
C 0.1 0.0 0.0
C 0.0 0.0 0.0
C 0.0 -0.1 0.0
C 0.3 0.2 -0.2
C -0.1 0.0 0.0
C -0.6 -0.5 0.4
N 0.1 0.8 -0.3
N 0.3 -0.8 0.0
C -0.7 0.4 0.3
O 0.4 0.0 -0.2
C 0.3 -0.1 -0.1
C 0.0 0.1 0.0
C 0.0 0.0 0.0
C 0.1 0.0 -0.1
C 0.1 0.0 0.1
C -0.4 -0.2 0.0
N 0.2 0.6 -0.1
C 0.0 -0.1 -0.2
N 0.0 1.3 0.8
C -0.1 -0.2 -0.1
N 0.3 -0.3 0.2
C -0.1 0.0 0.0
H 0.1 -0.1 0.0
H 0.0 0.0 0.0
H -0.1 0.0 0.0
H 0.0 0.0 0.0
H 0.0 0.0 0.0
H 0.0 0.0 0.0
H 0.0 0.0 0.0
H 0.1 0.0 0.0
H 0.0 0.0 0.0
H 0.0 0.0 0.0
H 0.0 0.0 0.0
H 0.1 0.0 0.0
H 0.1 0.0 -0.1
H -0.2 0.1 0.1
H -0.1 0.0 0.0
H 0.0 0.0 0.0
Cl -0.4 0.0 -0.1
C 0.7 0.1 -0.9
C 0.3 -0.1 0.3
C -0.3 0.1 -0.3
Cl 0.1 0.0 0.3
C 0.1 -0.1 0.0
C 0.1 0.0 -0.2
C -0.1 -0.2 0.2
C 0.1 -0.1 -0.3
N 0.2 0.9 -1.8
C -1.0 -0.1 0.1
C 0.1 -0.3 1.6
O 0.7 0.5 -2.8
H 0.0 0.0 0.0
H 0.0 0.0 0.0
H 0.0 0.0 0.0
H 0.0 0.1 0.0
C -0.1 -0.4 0.1
S 1.1 0.6 0.3
O -0.1 0.4 -0.1
O 0.0 -1.5 -1.0
O 0.0 -0.3 -0.7
H -0.1 0.0 0.1
H 0.0 0.0 0.0
H 0.0 0.0 0.0

=====

(2)
ORCA calculation (ωB97M-V with the def2-TZVPD basis set) on C30H23ClCoN2O6P as an isolated structure.

- expectation value of S² = 6.031
- 2S+1 = 5
- LUMO level (spin up / spin down) (eV) = -0.78 / -3.21
- total charge = 0
- orbital gap (spin up / spin down) (eV) = 7.714 / 5.550

Element x y z (Å)
C 0.17940 -1.12074 2.30685
C 0.42049 0.30295 2.36541
C -0.80261 0.95311 1.91130
H 1.29737 0.79406 2.78059
C -1.73959 -0.08546 1.55504
C -1.15949 -1.32973 1.88383
H -1.69307 -2.27158 1.92290
H 0.87184 -1.90592 2.59637
H -1.05652 2.00094 2.02743
H -2.76619 0.05978 1.22696
Co 0.21005 0.15770 0.38579
Cl 2.11030 -0.42072 -0.48945
P 0.16949 1.82556 -0.74423
C -1.41145 2.71240 -0.40044
C -1.47690 4.03379 0.05603
H -0.57179 4.63283 0.14384
C -2.72225 4.58440 0.38906
H -2.76867 5.59080 0.80762
C -3.89379 3.84780 0.20799
H -4.86003 4.26616 0.50076
C -3.83551 2.55881 -0.33545
H -4.74576 1.98527 -0.49979
C -2.59478 1.99264 -0.64052
H -2.54133 0.97780 -1.04522
C 1.57089 2.88144 -0.12545
C 1.55988 3.37349 1.18392
H 0.62726 3.38981 1.75495
C 2.72722 3.86893 1.77046
H 2.70948 4.21163 2.80994
C 3.90363 3.95218 1.02247
H 4.80149 4.38977 1.46256
C 3.91976 3.50462 -0.30321
H 4.83053 3.59228 -0.89943
C 2.75944 2.97195 -0.86762
H 2.78537 2.63079 -1.90504
C 0.21697 2.14634 -2.56499
C -0.51030 3.20241 -3.14748
H -1.20699 3.79983 -2.55793
C -0.34358 3.53068 -4.49626
H -0.91946 4.35311 -4.92385
C 0.56132 2.81635 -5.28275
H 0.71610 3.09982 -6.32460
C 1.25176 1.73124 -4.73212
H 1.95121 1.17082 -5.35317
C 1.05476 1.37173 -3.38969
H 1.57002 0.50331 -2.96712
O 1.16222 -3.16486 -1.11125
C 0.06002 -3.29107 -0.53940
O -0.97532 -2.57222 -0.57982
C -0.01456 -4.53506 0.37316
C -1.11807 -4.78454 1.20758
C -1.16645 -5.94134 2.01853
C -0.15206 -6.90756 1.94651
C 0.95055 -6.65200 1.11402
C 1.03472 -5.46549 0.35583
N 2.00967 -7.62772 1.01149
O 1.90454 -8.70410 1.63736
O 2.98990 -7.34620 0.29044
N -2.23912 -6.10392 2.96140
O -3.07392 -5.18179 3.09086
O -2.28593 -7.16380 3.61940
H -1.94408 -4.08339 1.24390
H -0.21761 -7.82367 2.52840
H 1.91952 -5.28646 -0.24473

Atomic forces in eV per Å
C 0.0 1.0 0.7
C -0.9 -1.1 1.5
C -1.2 -0.5 1.5
H -0.2 -0.1 -0.3
C 0.3 1.2 0.7
C 0.3 -0.1 0.2
H 0.3 0.2 -0.3
H -0.1 0.3 -0.2
H 0.2 -0.3 -0.2
H 0.4 0.0 0.0
Co 1.7 -6.0 -0.6
Cl 0.1 -0.1 0.2
P -1.2 6.1 -3.6
C 0.0 0.4 -0.1
C -0.5 -0.2 0.0
H -0.2 -0.2 0.1
C 0.1 -0.1 0.0
H 0.0 -0.2 -0.2
C 0.1 -0.1 0.0
H 0.3 -0.1 -0.1
C 0.4 0.1 0.0
H 0.2 0.2 0.0
C 0.0 0.3 0.2
H 0.0 0.3 0.1
C 0.1 -0.2 0.1
C 0.0 -0.1 0.2
H 0.4 -0.2 -0.1
C 0.0 0.2 -0.1
H 0.0 -0.1 -0.4
C -0.1 -0.1 -0.1
H -0.2 -0.2 -0.1
C -0.3 0.2 0.2
H -0.3 -0.1 0.2
C 0.0 0.0 -0.1
H 0.0 0.0 0.4
C 0.3 -0.5 -0.6
C 0.1 0.1 0.0
H 0.3 -0.2 -0.1
C 0.1 -0.2 0.2
H 0.2 -0.2 0.1
C 0.0 -0.2 0.3
H 0.0 -0.1 0.3
C -0.2 0.1 0.2
H -0.2 0.1 0.2
C 0.0 0.2 -0.1
H -0.1 0.3 -0.2
O -1.2 0.2 0.2
C 1.2 -0.4 -0.1
O 0.2 0.6 0.3
C -0.4 -0.7 0.5
C 0.4 -0.5 0.2
C 1.6 0.6 -1.3
C 0.1 0.2 -0.1
C -1.5 1.3 0.0
C -0.2 -0.6 0.5
N 2.1 -1.8 -0.3
O 0.0 2.1 -1.1
O -1.8 -0.5 1.4
N -2.1 -0.6 1.8
O 1.6 -1.5 -0.3
O 0.1 1.9 -1.2
H 0.1 -0.2 -0.1
H 0.1 0.3 -0.1
H -0.2 0.1 0.0

=====

(3)
ORCA calculation (ωB97M-V with the def2-TZVPD basis set) on C30H23F9MoN5OTe4 as an isolated structure.

- expectation value of S² = 2.053
- 2S+1 = 3
- LUMO level (spin up / spin down) (eV) = 1.84 / 2.04
- total charge = -1
- orbital gap (spin up / spin down) (eV) = 6.145 / 6.463

Element x y z (Å)
Mo 1.11982 -1.41710 0.09062
C -4.30622 -2.22303 -4.43701
C -3.41556 -1.82724 -3.29069
C -3.89663 -1.78949 -1.98291
C -3.05070 -1.49518 -0.94143
C -1.69635 -1.17053 -1.12538
N -0.88788 -0.96722 -0.01006
C -1.42555 -0.22535 1.04516
C -2.29945 0.84264 0.81702
C -2.77149 1.64073 1.83582
C -2.37033 1.45249 3.15564
C -2.79113 2.39327 4.25127
C -1.52395 0.38917 3.40557
C -1.09544 -0.45533 2.38712
N -0.36044 -1.60655 2.78729
C -0.58692 -2.34991 3.88827
C 0.35408 -3.35213 3.91546
C 1.12124 -3.15394 2.76592
N 0.68139 -2.09684 2.09292
C -1.22103 -1.18711 -2.44274
C -2.07992 -1.54620 -3.48601
N 0.12845 -0.89810 -2.81765
C 0.53426 -0.60346 -4.07117
C 1.90326 -0.60946 -4.09739
C 2.27682 -0.90353 -2.78742
N 1.21007 -1.06146 -2.01691
H -5.26175 -1.69851 -4.38632
H -4.51807 -3.29445 -4.41773
H -3.84451 -1.99088 -5.39645
H -4.93331 -2.03234 -1.77944
H -3.41972 -1.51999 0.07556
H -2.58126 1.06221 -0.20154
H -3.42666 2.46825 1.58918
H -3.74574 2.86420 4.01582
H -2.05535 3.18931 4.38619
H -2.89400 1.87316 5.20472
H -1.17105 0.20300 4.41354
H -1.41095 -2.12311 4.54076
H 0.46163 -4.13280 4.64639
H 1.95086 -3.72613 2.38711
H -1.67970 -1.64864 -4.48449
H -0.17104 -0.36847 -4.84498
H 2.54626 -0.39582 -4.93130
H 3.26141 -0.99675 -2.36235
Te 3.64269 -2.56874 0.15802
Te 3.69928 -4.90388 -1.28578
Te 1.60688 -5.97092 0.03569
Te -0.02908 -3.90373 -0.59337
F 0.84510 2.34446 -3.31965
C 1.50746 2.83053 -2.25410
F 2.66569 2.16286 -2.17718
F 1.81976 4.10947 -2.54858
C 0.65606 2.65785 -0.94930
O 0.52118 1.40572 -0.57821
C 1.32909 3.56907 0.16238
F 2.66395 3.65630 0.00707
F 0.88367 4.84697 0.16914
F 1.09698 3.06861 1.37138
C -0.75705 3.29139 -1.25873
F -0.73630 4.46482 -1.92474
F -1.49607 2.45658 -2.00716
F -1.43874 3.50414 -0.12000
C 4.48543 1.58978 2.28978
C 4.39751 1.49298 0.90921
C 3.48744 0.62604 0.32725
C 2.63618 -0.19039 1.08704
C 2.74433 -0.06261 2.47885
C 3.64248 0.81644 3.07104
H 5.19971 2.26152 2.75002
H 5.02751 2.10536 0.27600
H 3.42952 0.59967 -0.75233
H 2.12734 -0.65723 3.13839
H 3.68453 0.88559 4.15192

Atomic forces in eV per Å
Mo -0.3 0.6 0.1
C 0.0 0.0 0.0
C 0.0 0.0 0.0
C 0.0 0.0 0.0
C 0.0 0.0 0.0
C 0.1 0.0 0.0
N 0.1 0.1 0.1
C 0.1 -0.1 0.1
C 0.0 0.1 -0.1
C 0.0 0.0 0.0
C 0.0 0.0 0.0
C 0.0 0.0 0.0
C 0.0 0.0 0.0
C 0.0 -0.1 0.0
N -0.1 0.0 0.0
C 0.0 0.0 0.0
C 0.0 0.0 0.0
C 0.0 0.0 0.0
N -0.2 -0.1 0.4
C 0.0 0.0 0.0
C 0.0 0.0 0.0
N 0.0 0.1 0.1
C 0.0 0.0 0.0
C 0.0 0.0 0.0
C 0.1 0.1 0.0
N -0.1 -0.1 -0.3
H 0.0 0.0 0.0
H 0.0 0.0 0.0
H 0.0 0.0 0.0
H 0.0 0.0 0.0
H 0.0 0.0 0.0
H 0.0 0.0 0.0
H 0.0 0.0 0.0
H 0.0 0.0 0.0
H 0.0 0.0 0.0
H 0.0 0.0 0.0
H 0.0 0.0 0.0
H 0.0 0.0 0.0
H 0.0 0.0 0.0
H 0.0 0.0 0.0
H 0.0 0.0 0.0
H 0.0 0.0 0.0
H 0.0 0.0 0.0
H 0.0 0.0 0.1
Te 0.3 -0.3 -0.1
Te 0.0 0.0 0.0
Te 0.0 0.2 -0.1
Te 0.1 -0.3 0.0
F 0.0 0.0 -0.1
C 0.0 0.0 0.0
F 0.0 -0.1 -0.1
F 0.0 0.1 0.0
C -0.1 0.0 0.1
O 0.1 -0.1 -0.2
C 0.0 0.0 -0.1
F 0.0 0.0 0.1
F 0.0 0.1 0.0
F 0.0 0.0 0.1
C 0.0 -0.1 -0.1
F 0.0 0.1 0.0
F -0.1 -0.1 0.1
F 0.0 0.0 0.0
C 0.0 0.0 0.0
C 0.0 0.0 0.0
C -0.1 0.0 -0.1
C 0.1 0.0 0.1
C -0.1 0.0 0.0
C 0.0 0.0 0.0
H 0.0 0.0 0.0
H 0.0 0.0 0.0
H 0.0 -0.1 0.1
H 0.0 0.0 0.0
H 0.0 0.0 0.0

=====

(4)
ORCA calculation (ωB97M-V with the def2-TZVPD basis set) on C30H23F9N5O2SeV as an isolated structure.

- expectation value of S² = 2.020
- 2S+1 = 3
- LUMO level (spin up / spin down) (eV) = -0.65 / -0.75
- total charge = 0
- orbital gap (spin up / spin down) (eV) = 6.925 / 7.188

Element x y z (Å)
V -0.51563 0.36570 0.08481
C -0.72468 -3.81545 0.75550
C 0.57782 -3.05854 0.57620
N 0.54283 -2.03419 -0.47743
C 0.08551 -2.57273 -1.76966
C 0.90992 -3.71764 -2.34850
C 1.86626 -1.42163 -0.58670
C 1.92636 -0.25606 -1.56854
N 0.69512 0.53720 -1.56097
C 0.66307 1.51913 -2.52344
C -0.54978 2.10719 -2.92510
F -1.71157 1.68358 -2.36115
C -0.64366 3.10696 -3.86921
F -1.86462 3.57645 -4.17145
C 0.46899 3.61736 -4.50951
C 1.67721 3.07883 -4.12010
F 2.81748 3.54941 -4.65135
C 1.78224 2.08187 -3.16435
F 3.04637 1.73605 -2.81837
H -0.69904 -4.37524 1.68958
H -0.89826 -4.52722 -0.05093
H -1.57708 -3.14174 0.80066
H 1.38764 -3.77552 0.37147
H 0.85605 -2.56038 1.50945
H 0.07035 -1.73762 -2.47074
H -0.95073 -2.89052 -1.65025
H 1.94094 -3.42902 -2.55093
H 0.47101 -4.02857 -3.29632
H 0.92642 -4.58998 -1.69535
H 2.63531 -2.15267 -0.88436
H 2.14569 -1.09807 0.41871
H 2.10879 -0.63503 -2.58372
H 2.81869 0.31996 -1.30719
H 0.40104 4.40192 -5.24327
O -0.36720 -1.37295 3.73267
C -0.24306 -0.70169 2.73808
N -1.09978 -0.62184 1.65331
C -2.45858 -0.87448 1.71729
O -3.14719 -1.04145 2.69103
C -3.05716 -0.94137 0.31516
C -4.33663 -1.42967 0.14168
C -4.78215 -1.65048 -1.15153
C -3.93076 -1.38793 -2.20777
C -2.67352 -0.86744 -1.94443
N -2.24654 -0.62586 -0.70494
C 1.00267 0.15039 2.52356
C 1.98639 0.23676 3.48834
C 3.05433 1.09070 3.25305
C 3.10138 1.81238 2.06933
C 2.08634 1.64583 1.14153
N 1.05965 0.82873 1.37210
H -4.92747 -1.65186 1.01773
H -5.77499 -2.04058 -1.33083
H -4.22805 -1.56706 -3.23003
H -1.98671 -0.62664 -2.73975
H 1.87652 -0.33817 4.39575
H 3.83744 1.20273 3.99025
H 3.90982 2.49543 1.85507
H 2.06592 2.17740 0.19563
F 1.66637 4.74593 5.15530
C 0.97078 4.28854 4.10979
C 0.01414 3.30046 4.28309
F -0.21886 2.80526 5.50116
C -0.68628 2.82099 3.18570
F -1.59191 1.85371 3.41335
C -0.46489 3.29195 1.90760
Se -1.39125 2.61840 0.38074
C 0.48871 4.28993 1.76174
F 0.78817 4.78916 0.55523
C 1.20528 4.79183 2.83830
F 2.13840 5.73068 2.65754

Atomic forces in eV per Å
V 0.8 -0.3 -1.2
C 0.0 0.0 0.0
C 0.1 0.0 0.1
N 0.0 0.4 0.0
C 0.0 0.1 0.0
C 0.0 0.0 0.0
C 0.2 -0.1 -0.1
C 0.0 -0.3 0.2
N 0.2 0.2 -0.1
C -0.2 0.0 0.2
C -0.3 0.1 -0.1
F 0.3 -0.1 -0.2
C -0.1 -0.1 0.0
F 0.1 0.0 0.0
C 0.1 -0.2 0.2
C 0.0 0.0 0.0
F -0.1 0.0 0.0
C 0.1 0.2 -0.2
F 0.0 0.1 -0.1
H 0.0 0.0 0.0
H 0.0 0.0 0.0
H 0.0 0.0 0.0
H 0.0 0.0 0.0
H -0.1 0.0 -0.1
H 0.0 0.0 0.0
H 0.0 0.0 0.0
H 0.0 0.0 0.0
H 0.0 0.0 0.0
H 0.0 0.0 0.0
H -0.1 0.0 0.0
H 0.0 0.0 -0.1
H 0.0 0.0 0.1
H -0.1 -0.1 0.1
H 0.0 0.1 -0.1
O 0.0 0.1 0.0
C -0.2 0.0 0.0
N -0.3 0.1 0.6
C 0.1 0.0 0.0
O 0.0 -0.1 0.0
C 0.1 -0.2 0.4
C 0.1 0.0 0.0
C -0.1 0.0 0.1
C 0.2 0.1 -0.1
C -0.1 0.1 0.0
N -0.4 0.0 0.1
C -0.3 -0.2 0.1
C 0.0 0.1 0.0
C 0.0 0.0 0.0
C -0.1 -0.1 -0.1
C 0.0 0.0 0.0
N 0.3 -0.2 0.2
H 0.0 0.0 0.0
H 0.0 0.0 0.0
H 0.0 0.0 0.0
H 0.0 0.1 -0.1
H 0.0 0.0 0.0
H 0.0 0.0 0.0
H 0.0 0.0 0.0
H 0.0 0.0 0.0
F -0.1 -0.1 -0.2
C 0.0 0.0 0.0
C 0.0 0.0 0.0
F 0.1 0.1 -0.1
C -0.2 -0.2 0.5
F 0.3 0.2 -0.1
C 0.1 0.1 -0.3
Se -0.3 0.2 0.0
C 0.2 0.2 0.2
F -0.1 -0.1 0.1
C -0.1 -0.1 0.1
F -0.1 -0.1 0.0